Record 1
Entry from OMol25: a 2-piece molecular cluster, C2H6O2 overall (ωB97M-V/def2-TZVPD).

E_LUMO	-0.0006	Eh
DFT total energy	-230.13973	Ha
energy relative to the best compared isomer or geometry (same formula, charge and spin)	88.4	kcal per mole

Last column: Löwdin charge in e.
Element x y z (Å)
C 1.138 -0.788 0.423  -0.10
O 1.709 0.169 -0.092  -0.02
H 0.828 -0.860 1.472  0.10
H 1.369 -1.735 -0.052  0.10
C -1.046 0.240 -0.241  -0.25
O -0.282 1.391 -0.369  -0.17
H -1.838 1.058 -0.362  0.13
H -1.397 -0.213 0.689  0.09
H -1.228 -0.336 -1.147  0.09
H 0.747 1.075 -0.321  0.03



Record 2
Entry from OMol25: one molecule with the formula C3H6O2S (ωB97M-V/def2-TZVPD).

E_LUMO	0.0188	Eh
DFT total energy	-666.47090	Ha
energy relative to the best compared isomer or geometry (same formula, charge and spin)	77.3	kcal per mole

Last column: Löwdin charge in e.
Element x y z (Å)
O 1.362 -0.638 -1.052  -0.12
C 1.040 -0.072 0.272  -0.22
C -0.432 0.214 0.310  -0.64
S -1.204 1.417 1.297  0.84
C -1.386 -0.768 -0.240  -0.29
O -1.163 0.132 -1.293  -0.12
H 0.735 -0.187 -1.763  0.14
H 1.287 -0.875 0.939  0.12
H 1.615 0.921 0.515  0.14
H -0.366 2.589 1.291  -0.06
H -1.124 -1.817 -0.350  0.13
H -2.375 -0.640 0.069  0.08



Record 3
Entry from OMol25: C16H9Cl5N3O4S2V as an isolated structure (ωB97M-V/def2-TZVPD).

2S+1	4
E_LUMO (spin up / spin down)	0.0842 / 0.0840	Eh
total charge	-1
DFT total energy	-5121.84064	Ha
energy relative to the best compared isomer or geometry (same formula, charge and spin)	56.0	kcal per mole

Last column: Mulliken spin population.
Element x y z (Å)
V -0.207 0.080 -0.096  2.64
N 2.034 2.172 -0.380  0.01
C 2.506 0.876 -0.290  0.07
C 3.880 0.684 -0.468  -0.02
C 4.401 -0.589 -0.394  0.04
C 3.534 -1.642 -0.115  -0.01
C 2.198 -1.376 0.055  0.06
N 1.668 -0.145 -0.070  -0.08
C 0.765 2.727 -0.286  0.17
C 0.662 4.101 -0.513  -0.06
C -0.570 4.717 -0.442  0.11
C -1.669 3.937 -0.079  -0.04
C -1.488 2.600 0.154  0.10
N -0.304 1.958 -0.012  -0.07
H 2.763 2.858 -0.448  0.00
H 4.520 1.538 -0.651  0.00
H 5.461 -0.752 -0.534  0.00
H 3.893 -2.656 -0.020  0.00
H 1.501 -2.163 0.299  0.02
H 1.556 4.671 -0.733  0.00
H -0.668 5.775 -0.643  0.01
H -2.651 4.372 0.041  0.00
H -2.299 1.996 0.534  0.02
Cl -5.267 -4.722 -0.375  0.00
C -3.806 -3.835 -0.592  0.00
C -3.838 -2.451 -0.739  0.00
Cl -5.332 -1.603 -0.672  0.00
C -2.661 -1.759 -0.950  0.00
Cl -2.634 -0.040 -1.048  0.01
C -1.384 -2.374 -0.997  0.00
O -0.311 -1.704 -1.191  0.00
C -1.401 -3.780 -0.820  0.00
Cl 0.127 -4.574 -0.769  0.00
C -2.575 -4.490 -0.619  0.00
Cl -2.519 -6.199 -0.415  0.00
O -0.334 1.814 2.631  0.01
S 0.130 0.470 2.962  0.01
O -0.117 0.115 4.346  0.01
O 1.501 0.204 2.539  0.01
S -1.065 -0.812 1.801  -0.02



Record 4
Entry from OMol25: C30H22AsFMgN7O4 as an isolated structure (ωB97M-V/def2-TZVPD).

E_LUMO	-0.1311	Eh
total charge	+1
DFT total energy	-4376.42574	Ha
energy relative to the best compared isomer or geometry (same formula, charge and spin)	4.3	kcal per mole

Last column: Löwdin charge in e.
Element x y z (Å)
Mg -0.897 -0.173 0.328  0.63
N -2.526 -2.283 3.681  0.07
C -2.566 -1.129 3.020  -0.10
N -1.796 -1.226 1.950  0.08
C -1.294 -2.497 2.035  -0.30
N -1.718 -3.170 3.071  0.17
C -0.353 -2.991 1.023  -0.17
C 0.182 -4.273 1.042  -0.03
N 1.027 -4.681 0.106  0.12
C 1.338 -3.819 -0.855  -0.07
C 0.815 -2.535 -0.885  -0.05
N -0.027 -2.121 0.060  0.07
H -3.002 -2.535 4.532  0.17
H -3.129 -0.263 3.333  0.15
H -0.084 -4.967 1.828  0.13
H 2.022 -4.152 -1.624  0.12
H 1.068 -1.835 -1.672  0.13
F 0.232 5.900 -2.110  0.11
C 0.172 4.669 -2.614  -0.19
C -0.963 3.972 -2.620  0.05
N -1.041 2.698 -3.154  -0.01
C -2.113 1.822 -2.728  -0.02
C -1.699 1.054 -1.488  -0.59
O -2.430 0.156 -0.997  -0.01
O -0.581 1.325 -0.952  -0.08
C 0.092 2.052 -3.623  -0.48
O 0.092 0.879 -3.926  0.10
N 1.223 2.839 -3.684  0.23
C 1.412 4.107 -3.143  -0.40
O 2.496 4.635 -3.110  0.11
H -1.877 4.384 -2.216  0.15
H -2.347 1.103 -3.510  0.15
H -3.010 2.402 -2.522  0.15
H 2.051 2.377 -4.036  0.17
C 3.750 4.467 1.500  -0.06
C 2.956 4.009 0.459  -0.06
C 2.083 2.949 0.676  -0.11
C 2.011 2.364 1.938  -0.38
C 2.809 2.822 2.981  -0.09
C 3.681 3.876 2.756  -0.07
As 0.759 0.925 2.187  1.36
C -0.569 1.546 3.458  -0.32
C -1.591 2.453 3.227  -0.09
C -2.543 2.674 4.215  -0.07
C -2.467 1.979 5.419  -0.07
C -1.444 1.068 5.647  -0.03
C -0.483 0.844 4.664  -0.21
C 0.648 -0.104 4.752  -0.20
C 0.966 -0.894 5.853  -0.02
C 2.066 -1.738 5.802  -0.06
C 2.855 -1.804 4.659  -0.07
C 2.544 -1.026 3.553  -0.09
C 1.448 -0.178 3.607  -0.33
H 4.431 5.291 1.332  0.11
H 3.021 4.468 -0.520  0.10
H 1.461 2.581 -0.132  0.08
H 2.753 2.358 3.959  0.11
H 4.306 4.237 3.561  0.11
H -1.645 2.998 2.291  0.11
H -3.336 3.392 4.055  0.11
H -3.204 2.160 6.190  0.11
H -1.392 0.548 6.595  0.11
H 0.370 -0.847 6.755  0.11
H 2.314 -2.345 6.662  0.11
H 3.715 -2.461 4.634  0.11
H 3.161 -1.075 2.664  0.11



Record 5
Entry from OMol25: a 2-piece molecular cluster, C11H17N2 overall (ωB97M-V/def2-TZVPD).

E_LUMO	-0.1416	Eh
total charge	+1
DFT total energy	-538.52709	Ha
energy relative to the best compared isomer or geometry (same formula, charge and spin)	71.3	kcal per mole

Last column: Löwdin charge in e.
Element x y z (Å)
C -0.335 0.336 -2.954  -0.07
C 2.097 -0.421 -0.308  -0.22
C 0.926 0.273 -0.674  -0.12
C 0.711 -0.149 -2.070  -0.31
C 1.536 -1.125 -2.399  -0.04
C 1.935 0.503 1.801  -0.10
C 2.664 -0.277 0.965  -0.03
C 0.903 1.463 1.412  -0.09
C 0.281 1.190 0.191  -0.09
N 2.511 -1.281 -1.327  0.08
H 2.246 0.425 2.918  0.13
H 3.496 -0.836 1.336  0.11
H 0.572 2.103 2.217  0.09
H -0.585 1.819 -0.120  0.12
H 2.937 -2.182 -1.011  0.17
H 1.698 -1.420 -3.421  0.12
H -0.341 0.043 -4.053  0.11
H -0.310 1.464 -2.621  0.12
H -1.339 -0.013 -2.670  0.06
C -3.536 0.013 2.082  -0.16
C -2.127 0.206 1.928  -0.11
N -4.324 -0.467 0.747  0.18
H -3.696 -0.760 2.745  0.10
H -3.882 0.996 2.337  0.13
H -1.863 0.254 0.797  0.09
H -1.597 -0.743 2.105  0.11
H -4.918 0.158 0.198  0.16
H -3.575 -0.815 0.073  0.17
H -4.856 -1.403 1.000  0.21
H -1.626 1.078 2.387  0.10



Record 6
Entry from OMol25: a 5-piece molecular cluster, CH11NO5 overall (ωB97M-V/def2-TZVPD).

E_LUMO	0.0222	Eh
DFT total energy	-475.67368	Ha
energy relative to the best compared isomer or geometry (same formula, charge and spin)	9.0	kcal per mole

Last column: Löwdin charge in e.
Element x y z (Å)
N 1.509 -0.832 1.539  0.13
C 1.094 -1.737 0.590  -0.39
O 1.179 -1.548 -0.600  0.01
H 1.541 -1.208 2.466  0.09
H 2.245 -0.228 1.248  0.10
H 0.656 -2.654 1.010  0.13
O -0.801 0.939 2.942  -0.08
H -1.730 0.674 2.865  0.04
H -0.429 0.936 2.054  -0.02
O -0.785 1.036 -0.111  -0.08
H 0.042 1.138 -0.660  0.03
H -1.270 1.857 -0.182  0.05
O -2.214 -0.190 -2.397  -0.08
H -2.022 0.195 -1.505  0.01
H -2.445 -1.089 -2.212  0.01
O 1.169 1.221 -2.145  -0.04
H 1.648 0.405 -1.996  0.03
H 0.615 1.087 -2.907  0.05



Record 7
Entry from OMol25: an isolated ion of composition C5H10N and charge +1 (ωB97M-V/def2-TZVPD).

2S+1	3
E_LUMO (spin up / spin down)	-0.0999 / -0.2651	Eh
total charge	+1
DFT total energy	-250.73728	Ha
energy relative to the best compared isomer or geometry (same formula, charge and spin)	76.6	kcal per mole

Last column: Mulliken spin population.
Element x y z (Å)
C 1.314 1.673 -0.329  1.17
C 1.059 0.391 -0.518  0.66
C -0.462 -0.164 1.336  0.08
C -0.082 -1.464 0.839  -0.02
C -1.181 -0.209 -1.101  0.07
N -0.166 -0.212 -0.075  0.05
H 2.177 2.088 -0.639  0.04
H 0.726 2.443 0.258  0.00
H 1.763 -0.328 -1.054  -0.03
H -1.423 0.078 1.669  0.01
H 0.230 0.356 2.150  0.00
H 0.974 -1.729 1.123  -0.01
H -0.749 -2.282 0.660  0.00
H -1.908 -0.955 -1.013  0.00
H -1.671 0.641 -1.283  -0.01
H -0.600 -0.327 -2.025  -0.01



- The highest DFT total energy belongs to which entry?
  C2H6O2